1.
ORCA calculation (ωB97M-V/def2-TZVPD) on a molecular structure, C30H22AsF3LaN3OSSe.

Multiplicity ... 1
LUMO level ... -6.4 eV
Largest force on an atom ... 0.7 eV/A
E_HOMO ... -13.8 eV
E ... -184005.49379 eV
Net charge ... +2

CARTESIAN COORDINATES (ANGSTROEM)
La: -0.331 -1.767 0.578
F: 2.555 -3.232 5.142
C: 3.216 -2.175 4.653
F: 2.610 -1.061 5.092
F: 4.453 -2.193 5.162
C: 3.258 -2.208 3.139
C: 4.472 -2.257 2.487
C: 4.526 -2.280 1.094
C: 3.339 -2.251 0.405
N: 2.149 -2.212 1.030
C: 2.078 -2.196 2.375
S: 0.471 -2.169 3.149
H: 5.387 -2.278 3.063
H: 5.469 -2.325 0.571
H: 3.308 -2.265 -0.678
O: -0.332 0.399 0.225
As: 0.117 1.632 -0.892
C: -1.460 2.581 -1.340
C: -1.930 2.558 -2.652
C: -3.109 3.219 -2.965
C: -3.808 3.894 -1.974
C: -3.336 3.910 -0.666
C: -2.160 3.256 -0.342
C: 1.471 2.701 -0.124
C: 1.334 4.086 -0.111
C: 2.343 4.863 0.443
C: 3.469 4.255 0.976
C: 3.601 2.870 0.958
C: 2.605 2.086 0.404
C: 0.809 0.682 -2.397
C: 1.419 1.456 -3.381
C: 1.916 0.870 -4.538
C: 1.810 -0.500 -4.718
C: 1.220 -1.283 -3.734
C: 0.726 -0.694 -2.580
H: -1.391 2.032 -3.431
H: -3.476 3.210 -3.982
H: -4.723 4.413 -2.221
H: -3.885 4.440 0.100
H: -1.806 3.278 0.683
H: 0.454 4.566 -0.523
H: 2.246 5.939 0.458
H: 4.252 4.861 1.410
H: 4.482 2.405 1.377
H: 2.720 1.006 0.396
H: 1.519 2.530 -3.263
H: 2.385 1.487 -5.291
H: 2.189 -0.961 -5.620
H: 1.147 -2.353 -3.869
H: 0.296 -1.397 -1.855
Se: -3.944 -0.617 -0.163
N: -2.899 -1.968 0.464
C: -3.707 -2.885 0.985
C: -3.296 -4.097 1.615
C: -4.249 -4.926 2.107
C: -5.656 -4.634 2.014
C: -6.089 -3.496 1.430
C: -5.115 -2.584 0.902
N: -5.434 -1.443 0.329
H: -2.247 -4.352 1.727
H: -3.952 -5.845 2.596
H: -6.354 -5.347 2.428
H: -7.134 -3.234 1.343

2.
ORCA calculation (ωB97M-V/def2-TZVPD) on a molecular structure, C30H22BrN2O4SSn at a distorted geometry.

Multiplicity ... 1
Energy above the lowest of the compared OMol25 structures with the same formula, charge and spin ... 31.2 kJ/mol
LUMO level ... -4.3 eV
Largest force on an atom ... 1.4 eV/A
E_HOMO ... -11.3 eV
E ... -129339.03527 eV
Net charge ... +1

CARTESIAN COORDINATES (ANGSTROEM)
Sn: -1.123 1.603 -0.848
C: -3.572 -1.810 -2.662
C: -2.876 -2.722 -3.438
C: -1.516 -2.545 -3.629
C: -0.886 -1.444 -3.059
N: -1.564 -0.565 -2.301
C: -2.868 -0.758 -2.107
C: 0.540 -1.142 -3.332
C: 1.105 -1.334 -4.587
C: 2.371 -0.847 -4.878
C: 3.083 -0.128 -3.926
C: 2.538 0.083 -2.674
C: 1.290 -0.456 -2.372
H: -4.636 -1.900 -2.499
H: -3.385 -3.557 -3.900
H: -0.945 -3.258 -4.207
H: -3.373 -0.023 -1.487
H: 0.536 -1.839 -5.355
H: 2.797 -1.007 -5.859
H: 4.061 0.268 -4.159
H: 3.084 0.609 -1.904
O: 0.697 2.659 0.176
S: 2.020 2.084 0.665
C: 2.785 3.388 1.626
C: 4.169 3.447 1.540
C: 4.850 4.429 2.242
C: 4.137 5.342 3.006
C: 2.752 5.274 3.078
C: 2.062 4.291 2.385
C: 1.577 0.938 1.966
C: 2.474 -0.093 2.210
C: 2.150 -1.060 3.147
C: 0.934 -0.993 3.815
C: 0.047 0.045 3.564
C: 0.367 1.023 2.634
H: 4.701 2.730 0.926
H: 5.928 4.484 2.183
H: 4.665 6.115 3.548
H: 2.205 5.989 3.677
H: 0.982 4.236 2.427
H: 3.407 -0.140 1.658
H: 2.836 -1.873 3.342
H: 0.677 -1.755 4.539
H: -0.903 0.094 4.077
H: -0.328 1.826 2.423
O: 0.415 -1.195 -0.460
N: 0.747 -0.238 -1.094
Br: -5.904 -0.206 1.493
C: -4.679 -1.553 0.963
C: -5.175 -2.737 0.435
C: -4.292 -3.706 -0.014
C: -2.923 -3.495 0.067
C: -2.438 -2.309 0.593
C: -3.311 -1.324 1.044
C: -2.756 -0.032 1.583
O: -2.861 0.317 2.725
O: -2.142 0.689 0.647
H: -6.243 -2.894 0.387
H: -4.680 -4.630 -0.422
H: -2.232 -4.254 -0.276
H: -1.374 -2.137 0.656